w:
17
Properties=species:S:1:pos:R:3 method="wB97M-V/def2-TZVPD" e_homo_ev=-9.846 charge=0 e_lumo_ev=0.690 orbital_gap_ev=10.536 spin_multiplicity=1 mol_weight_g_mol=124.14
O -3.206 -0.619 -3.364
N -0.847 -1.790 -1.668
N 1.781 -0.687 0.416
C -0.334 -1.138 -0.861
C 0.757 1.167 0.071
C 1.932 0.696 0.857
C 0.360 -0.356 0.155
C 0.651 1.134 1.584
C -0.284 -0.066 1.542
H -1.330 0.247 1.441
H 0.630 1.926 -0.698
H -2.627 0.045 -2.975
H 0.645 1.972 2.281
H -2.743 -1.460 -3.237
H -0.183 -0.860 2.296
H 2.897 1.177 1.009
H 1.901 -1.387 1.150

x:
17
Properties=species:S:1:pos:R:3 method="wB97M-V/def2-TZVPD" e_homo_ev=-8.257 charge=0 e_lumo_ev=-1.670 orbital_gap_ev=6.587 spin_multiplicity=1 mol_weight_g_mol=124.14
O 2.129 -1.089 -0.174
N -0.930 0.190 0.138
N -0.764 -0.589 -2.035
C 0.842 -1.118 0.388
C 1.230 1.301 1.028
C -2.024 0.113 -1.874
C -2.206 0.379 -0.534
C 0.233 0.183 1.208
C -0.237 -0.627 -0.762
H -0.027 0.057 2.249
H -2.643 0.423 -2.670
H 2.727 -2.552 -0.528
H 0.959 2.371 1.147
H 2.051 1.218 1.610
H 0.210 -2.089 0.724
H 1.649 1.237 -0.079
H -3.200 0.592 0.164

y:
17
Properties=species:S:1:pos:R:3 method="wB97M-V/def2-TZVPD" smiles="CN1NC=C/C1=C/C=O" e_homo_ev=-7.648 charge=0 e_lumo_ev=0.519 orbital_gap_ev=8.168 spin_multiplicity=1 mol_weight_g_mol=124.14
O -3.355 -0.286 0.084
N 2.109 0.578 -0.039
N 0.713 0.693 -0.347
C 0.071 1.935 0.265
C -2.229 0.030 -0.197
C 0.185 -0.582 0.002
C 1.281 -1.474 0.197
C -1.099 -0.931 -0.070
C 2.421 -0.710 0.012
H 0.607 2.565 1.143
H 3.434 -0.990 0.121
H -0.838 1.531 0.689
H 1.328 -2.524 0.324
H 2.851 1.084 -0.745
H -2.229 1.313 -0.385
H -1.611 -1.878 0.076
H -0.242 2.679 -0.445

Name the most stable of them. w.

w:
14
Properties=species:S:1:pos:R:3 method="wB97M-V/def2-TZVPD" smiles=NC[C@H](F)CS e_homo_ev=-9.059 charge=0 e_lumo_ev=0.953 orbital_gap_ev=10.012 spin_multiplicity=1 mol_weight_g_mol=109.17
S -0.411 2.836 -0.040
F -1.550 -0.402 -0.198
N 0.513 -1.545 -0.615
C 0.379 1.136 -0.272
C 0.369 -1.123 0.781
C -0.377 0.148 0.614
H 1.597 1.577 -0.074
H -0.550 -1.372 -1.115
H -1.376 2.728 -0.961
H 0.809 -2.501 -0.985
H 1.378 -0.690 1.241
H 0.522 0.675 -1.220
H -1.096 0.339 1.518
H -0.209 -1.806 1.326

x:
14
Properties=species:S:1:pos:R:3 method="wB97M-V/def2-TZVPD" smiles=CC[C@](N)(F)S e_homo_ev=-9.417 charge=0 e_lumo_ev=0.899 orbital_gap_ev=10.316 spin_multiplicity=1 mol_weight_g_mol=109.17
S 1.087 0.934 2.271
F -0.761 -0.892 1.858
N 1.278 -1.177 0.570
C 0.342 -0.226 1.044
C -0.434 0.645 -0.020
C -0.552 -0.051 -1.362
H 0.610 -1.708 0.000
H -1.095 -0.984 -1.307
H -1.068 0.516 -2.127
H -0.061 1.726 -0.202
H 0.442 -0.160 -1.731
H -1.427 0.612 0.516
H 1.563 -1.800 1.302
H 1.923 0.076 2.713

Name the most stable of them. x.

w:
25
Properties=species:S:1:pos:R:3 method="wB97M-V/def2-TZVPD" e_homo_ev=-3.392 charge=-1 e_lumo_ev=3.283 orbital_gap_ev=6.676 spin_multiplicity=1 mol_weight_g_mol=168.64
Cl -1.625 2.762 0.496
O 2.316 0.763 -1.314
O -2.360 -1.354 0.808
N 0.619 -0.052 0.944
C -1.664 -0.800 1.960
C 0.365 -0.581 -0.394
C 1.680 -0.487 -1.343
C 3.565 0.730 -1.869
C -3.162 -0.362 0.135
C -0.634 0.360 1.650
H 1.199 0.746 0.726
H -3.807 0.176 0.831
H -1.167 1.131 1.095
H 3.601 0.388 -2.903
H 3.958 1.743 -1.950
H -2.434 -0.370 2.601
H -3.812 -0.882 -0.569
H -0.099 -1.561 -0.283
H 2.404 -1.199 -0.948
H 4.199 0.021 -1.338
H -0.435 0.006 -0.846
H -0.392 0.851 2.592
H -2.461 0.376 -0.254
H -1.228 -1.626 2.523
H 1.371 -0.778 -2.348

x:
25
Properties=species:S:1:pos:R:3 method="wB97M-V/def2-TZVPD" e_homo_ev=-3.716 charge=-1 e_lumo_ev=2.828 orbital_gap_ev=6.544 spin_multiplicity=1 mol_weight_g_mol=168.64
Cl -2.447 -3.866 3.082
O 2.755 0.579 -0.721
O -2.062 -0.531 -1.190
N -0.120 -0.312 1.349
C -1.400 -0.951 1.107
C 0.683 -0.188 0.138
C -2.294 -0.188 0.158
C 2.099 0.251 0.468
C 3.867 1.430 -0.547
C -2.559 0.410 -2.087
H -1.275 -1.953 0.659
H 2.048 1.057 1.216
H 4.639 0.960 0.071
H -1.916 -1.222 2.029
H -2.257 0.889 0.395
H 3.548 2.344 -0.032
H 0.254 0.575 -0.519
H 0.390 -0.774 2.087
H -2.097 1.393 -1.965
H 0.636 -1.132 -0.422
H -3.346 -0.418 0.394
H 2.599 -0.562 1.023
H -2.328 0.076 -3.102
H 4.237 1.670 -1.538
H -3.654 0.464 -2.052

Name the most stable of them. x.

w:
10
Properties=species:S:1:pos:R:3 method="wB97M-V/def2-TZVPD" smiles="NC(=S)NC=O" e_homo_ev=-8.465 charge=0 e_lumo_ev=-0.327 orbital_gap_ev=8.138 spin_multiplicity=1 mol_weight_g_mol=104.13
S -0.493 1.187 1.765
O -1.791 1.213 -1.424
N 0.740 -0.946 1.375
N 0.256 0.111 -0.684
C 0.295 0.183 0.696
C -0.744 0.666 -1.521
H 1.418 0.030 -1.159
H -0.532 0.254 -2.606
H 0.613 -0.763 2.503
H 0.239 -1.935 1.056

x:
10
Properties=species:S:1:pos:R:3 method="wB97M-V/def2-TZVPD" e_homo_ev="-8.654 / -8.654" charge=0 e_lumo_ev="-0.442 / -0.442" orbital_gap_ev="8.212 / 8.212" spin_multiplicity=1 mol_weight_g_mol=104.13
S -0.799 0.655 -0.997
O -0.550 2.006 -0.029
N 0.951 1.278 -4.367
N 0.774 0.805 -1.974
C 0.739 1.002 -3.235
C -0.120 -0.625 0.110
H -0.663 2.863 -0.495
H -0.135 -0.253 1.224
H 0.974 -0.772 -0.211
H -0.770 -1.563 0.260

Name the most stable of them. w.